The following is a quantum chemistry calculation of 11 unconnected molecules or ions with the total composition C36H58N6O7, from the OMol25 dataset.

Element x y z (Å)
C (-20.84, -11.95, 2.14)
N (-22.11, -12.12, 1.29)
O (-23.09, -12.63, 1.81)
O (-22.02, -11.79, 0.14)
H (-20.20, -12.83, 2.09)
H (-21.16, -11.92, 3.17)
H (-20.33, -11.08, 1.82)
C (-16.66, -15.94, -6.62)
C (-17.77, -16.69, -7.10)
C (-17.33, -17.71, -7.85)
N (-15.94, -17.67, -7.82)
C (-15.53, -16.59, -7.10)
H (-16.68, -15.03, -6.02)
H (-18.84, -16.43, -6.87)
H (-17.83, -18.50, -8.37)
H (-15.34, -18.36, -8.11)
H (-14.47, -16.40, -6.96)
C (-14.86, -12.06, -3.78)
C (-14.88, -10.96, -2.85)
C (-15.02, -11.51, -1.60)
N (-15.07, -12.86, -1.74)
C (-14.97, -13.16, -3.04)
H (-14.69, -11.90, -4.84)
H (-14.78, -9.87, -2.96)
H (-15.00, -11.02, -0.58)
H (-15.32, -13.59, -1.09)
H (-14.96, -14.19, -3.37)
C (-14.68, -16.97, -1.54)
C (-15.87, -16.43, -0.95)
C (-16.76, -16.19, -1.95)
N (-16.17, -16.61, -3.11)
C (-14.89, -17.08, -2.86)
H (-13.76, -17.32, -1.06)
H (-16.16, -16.32, 0.09)
H (-17.74, -15.84, -1.83)
H (-16.70, -16.78, -3.96)
H (-14.20, -17.47, -3.59)
C (-17.91, -14.05, 0.94)
C (-18.90, -15.06, 1.16)
C (-19.95, -14.92, 0.26)
N (-19.58, -13.83, -0.52)
C (-18.40, -13.28, -0.08)
H (-17.00, -13.88, 1.42)
H (-18.83, -15.83, 1.90)
H (-20.88, -15.48, 0.11)
H (-20.11, -13.44, -1.27)
H (-17.97, -12.44, -0.56)
C (-20.10, -13.48, -3.81)
C (-20.26, -12.24, -3.17)
C (-18.93, -11.81, -2.87)
N (-18.06, -12.72, -3.36)
C (-18.75, -13.72, -3.97)
H (-20.95, -14.03, -4.18)
H (-21.16, -11.68, -2.93)
H (-18.63, -11.00, -2.25)
H (-17.06, -12.68, -3.48)
H (-18.21, -14.52, -4.45)
C (-24.18, -16.11, -2.88)
C (-24.35, -15.22, -1.65)
C (-23.31, -15.40, -0.49)
O (-25.29, -14.50, -1.59)
H (-24.79, -17.03, -2.94)
H (-23.12, -16.39, -3.11)
H (-24.56, -15.52, -3.69)
H (-23.63, -14.85, 0.34)
H (-22.38, -14.96, -0.86)
H (-23.14, -16.41, -0.32)
C (-20.99, -19.05, -6.34)
C (-21.40, -18.40, -5.05)
C (-21.83, -19.34, -3.98)
O (-21.33, -17.20, -4.94)
H (-20.86, -18.30, -7.10)
H (-21.71, -19.83, -6.54)
H (-20.03, -19.57, -6.13)
H (-22.76, -19.81, -4.27)
H (-21.90, -18.81, -3.04)
H (-21.08, -20.20, -3.87)
C (-26.27, -10.65, -1.28)
C (-25.14, -10.21, -2.19)
C (-24.12, -11.26, -2.65)
O (-25.09, -9.08, -2.67)
H (-26.07, -11.64, -0.87)
H (-27.18, -10.61, -1.88)
H (-26.47, -9.99, -0.47)
H (-24.60, -12.17, -2.97)
H (-23.44, -11.54, -1.82)
H (-23.63, -10.85, -3.55)
C (-17.50, -9.35, 2.16)
C (-16.05, -8.93, 2.28)
C (-15.85, -7.53, 1.75)
O (-15.21, -9.63, 2.79)
H (-18.09, -8.51, 1.99)
H (-17.80, -9.96, 3.00)
H (-17.52, -9.87, 1.15)
H (-14.84, -7.21, 1.79)
H (-16.53, -6.83, 2.26)
H (-16.20, -7.55, 0.72)
C (-18.36, -8.13, -3.47)
C (-17.41, -8.06, -2.34)
C (-16.33, -6.94, -2.33)
O (-17.43, -8.88, -1.45)
H (-18.60, -7.14, -3.83)
H (-19.29, -8.74, -3.32)
H (-17.84, -8.47, -4.40)
H (-16.72, -6.23, -1.57)
H (-16.19, -6.56, -3.35)
H (-15.43, -7.48, -1.97)

Output
Frontier orbital gap (eV): 8.52
Highest occupied orbital energy (Eh): -0.2966
M (g mol⁻¹): 686.9
SMILES: C[N+](=O)[O-].c1cc[nH]c1.c1cc[nH]c1.c1cc[nH]c1.c1cc[nH]c1.c1cc[nH]c1.CC(C)=O.CC(C)=O.CC(C)=O.CC(C)=O.CC(C)=O
Lowest unoccupied orbital energy (eV): 0.451


The following is a quantum chemistry calculation of a molecular structure, C36H59As2BClN4O8OsSi4, from the OMol25 dataset.

Element x y z (Å)
Os (0.12, 0.80, 1.24)
B (0.15, 4.39, 1.99)
N (-1.10, 3.61, 1.46)
C (-2.30, 4.19, 1.30)
C (-3.17, 3.29, 0.73)
C (-2.42, 2.14, 0.57)
N (-1.16, 2.35, 1.00)
N (1.24, 3.39, 2.52)
C (2.21, 3.72, 3.38)
C (3.06, 2.64, 3.54)
C (2.52, 1.66, 2.72)
N (1.42, 2.13, 2.10)
H (-0.20, 5.09, 2.92)
H (0.62, 5.05, 1.08)
H (-2.45, 5.22, 1.60)
H (-4.21, 3.45, 0.48)
H (-2.69, 1.16, 0.20)
H (2.24, 4.71, 3.82)
H (3.93, 2.57, 4.18)
H (2.84, 0.64, 2.56)
Cl (-3.41, -0.91, 3.17)
C (-3.18, 0.72, 3.71)
C (-4.32, 1.43, 4.09)
C (-4.20, 2.73, 4.56)
C (-2.94, 3.29, 4.67)
C (-1.82, 2.56, 4.29)
C (-1.89, 1.26, 3.78)
C (-0.62, 0.58, 3.37)
H (-5.29, 0.95, 4.01)
H (-5.08, 3.28, 4.86)
H (-2.82, 4.30, 5.05)
H (-0.83, 3.01, 4.39)
H (-0.66, -0.49, 3.56)
H (0.21, 1.01, 3.94)
C (2.52, -3.90, -2.29)
O (1.88, -2.62, -2.51)
C (1.07, -2.11, -1.63)
O (1.30, -0.88, -1.48)
C (0.12, -2.78, -0.80)
C (-0.40, -4.04, -1.10)
As (-1.34, -5.43, 0.07)
C (0.18, -5.78, 1.26)
C (-2.02, -3.76, 0.87)
C (-1.23, -3.09, 1.72)
As (-0.29, -1.63, 0.87)
C (1.55, -1.80, 1.59)
C (-0.78, -3.57, 3.07)
O (0.18, -3.12, 3.61)
O (-1.52, -4.45, 3.75)
C (-2.80, -4.99, 3.38)
C (-2.95, -3.11, -0.16)
O (-3.61, -3.77, -0.91)
O (-3.07, -1.80, -0.05)
C (-4.25, -1.21, -0.65)
C (-0.42, -4.51, -2.53)
O (-0.39, -3.83, -3.52)
O (-0.47, -5.85, -2.60)
C (-0.51, -6.43, -3.92)
H (3.15, -4.06, -3.16)
H (1.82, -4.73, -2.21)
H (3.14, -3.87, -1.40)
H (0.82, -6.50, 0.74)
H (-0.17, -6.25, 2.18)
H (0.75, -4.89, 1.49)
H (1.83, -2.85, 1.58)
H (1.61, -1.46, 2.62)
H (2.23, -1.24, 0.95)
H (-3.28, -5.27, 4.31)
H (-2.69, -5.88, 2.76)
H (-3.42, -4.27, 2.86)
H (-4.42, -0.28, -0.12)
H (-5.10, -1.88, -0.52)
H (-4.10, -1.03, -1.71)
H (-0.86, -7.44, -3.80)
H (0.49, -6.44, -4.35)
H (-1.17, -5.86, -4.56)
C (-1.35, -0.90, -3.03)
Si (-0.64, 0.80, -2.95)
C (-2.01, 2.05, -2.91)
C (0.45, 1.02, -4.44)
Si (1.02, 0.83, -1.05)
Si (1.41, 3.60, -1.95)
C (1.98, 4.10, -3.64)
C (2.69, 4.12, -0.71)
C (-0.25, 4.36, -1.64)
Si (3.60, 0.66, -1.19)
C (3.85, 1.14, -2.97)
C (4.19, -1.10, -1.05)
C (4.64, 1.70, -0.06)
H (-2.20, -0.90, -3.73)
H (-1.69, -1.27, -2.06)
H (-0.62, -1.62, -3.40)
H (-2.80, 1.69, -3.58)
H (-1.68, 3.03, -3.28)
H (-2.45, 2.19, -1.92)
H (-0.17, 0.93, -5.35)
H (1.21, 0.24, -4.48)
H (0.94, 1.99, -4.47)
H (2.93, 3.65, -3.94)
H (2.12, 5.19, -3.63)
H (1.25, 3.87, -4.42)
H (3.68, 4.12, -1.17)
H (2.71, 3.50, 0.19)
H (2.44, 5.15, -0.40)
H (-0.68, 4.71, -2.58)
H (-0.12, 5.21, -0.97)
H (-0.97, 3.67, -1.17)
H (3.09, 0.69, -3.62)
H (4.83, 0.78, -3.32)
H (3.82, 2.23, -3.10)
H (4.21, -1.56, -2.04)
H (3.57, -1.75, -0.41)
H (5.20, -1.10, -0.64)
H (4.83, 2.69, -0.49)
H (5.61, 1.21, 0.07)
H (4.20, 1.85, 0.93)

Output
Energy above the lowest of the compared OMol25 structures with the same formula, charge and spin (kcal per mole): 89.7
Frontier orbital gap (spin up / spin down) (eV): 4.07 / 4.06
Highest occupied orbital energy (spin up / spin down) (Eh): -0.3219 / -0.3217
M (g mol⁻¹): 1174.6
Net charge: +1
Lowest unoccupied orbital energy (spin up / spin down) (eV): -4.691 / -4.695


Among the records above, which one has the lowest M?
C36H58N6O7


M of number 1 (C36H58N6O7)?
686.9 g mol⁻¹


The lowest M belongs to which entry?
C36H58N6O7